Formula: C2H7N2S
Source: the OMol25 dataset
Level of theory: wB97M-V/def2-TZVPD

Geometry as XYZ:
```
12
Properties=species:S:1:pos:R:3:lowdin_charge:R:1
S -0.176 0.897 2.202 0.0842
H 0.597 1.922 2.479 -0.3911
C -1.222 -0.913 -0.071 -0.2530
N 1.109 0.556 -0.374 -0.0126
C 0.603 -0.243 -1.354 -0.3991
N -0.461 -1.001 -1.331 -0.0974
H -2.072 -1.600 -0.161 0.0462
H -1.553 0.102 0.136 0.0134
H -0.595 -1.265 0.767 0.0278
H 1.936 1.094 -0.666 0.0590
H 0.657 0.744 0.662 -0.1583
H 1.177 -0.293 -2.289 0.0809
```

Results
DFT total energy, Ha: -588.11893
Spin multiplicity: 1
Total charge: -1
Frontier orbital gap, eV: 7.5
F_max, Eh/bohr: 0.0285

Formula: C2H7N2S
Source: the OMol25 dataset
Level of theory: wB97M-V/def2-TZVPD

Geometry as XYZ:
```
12
Properties=species:S:1:pos:R:3:lowdin_charge:R:1
C -2.688 1.204 1.579 -0.6767
S -1.998 0.213 0.070 -0.1098
H -1.930 2.018 1.781 -0.0271
H -3.724 1.527 1.273 -0.0310
H -2.723 0.311 2.402 0.0088
N 1.664 -0.385 0.210 0.0266
C 2.337 -1.032 -0.802 -0.4176
N 3.250 -0.373 -1.408 0.0168
H 1.880 0.588 0.325 0.0693
H 0.639 -0.617 0.036 0.0071
H 1.907 -2.083 -1.019 0.1330
H 3.633 -0.878 -2.197 0.0005
```

Results
DFT total energy, Ha: -588.09597
Spin multiplicity: 1
Total charge: -1
Frontier orbital gap, eV: 6.3
F_max, Eh/bohr: 0.0625

Respective HOMO values: -3.3, -2.4 eV.